DFT (ωB97M-V/def2-TZVPD) results for an isolated molecule of CH2ClO4P.

As for the orbital gap: 10.82 eV. The charge is 0.

```
9
CH2ClO4P, DFT ωB97M-V/def2-TZVPD
Cl 0.7488 -0.0805 -2.3281
P 0.4835 -1.4628 -0.7907
O 1.6101 -0.9626 0.2458
O -1.9827 1.0059 -0.0800
O -0.3101 0.6496 1.3436
O -0.9776 -0.9911 -0.1011
C -1.1367 0.2744 0.3452
H 1.6957 -0.0041 0.2112
H -0.1310 1.5713 1.1541
```

These are the Mulliken partial charges, in e, on atoms 1 to 6: -0.22 0.45 -0.40 -0.46 -0.43 -0.22